Entry 1:
Below is 2 unconnected molecules or ions with the total composition C16H21BrClF3NO4PS, with properties calculated with ωB97M-V with the def2-TZVPD basis set.

XYZ file:
```
49
Properties=species:S:1:pos:R:3
C 2.86955 3.24130 0.07490
C 1.96748 3.54388 -0.67590
C 0.61621 3.70067 -1.38835
C -0.46565 2.69481 -0.88624
C -0.39058 1.22385 -1.42270
C 0.90815 0.44037 -1.13534
C 1.99189 0.64687 -2.07914
C 1.91879 1.53884 -3.32982
C 3.26951 -0.03244 -1.88439
Br 4.77401 0.21975 -3.06230
C 3.36536 -0.90460 -0.75304
C 2.24201 -1.09612 0.11282
P 2.56347 -2.33648 1.49284
C 3.73961 -1.61778 2.73372
O 3.37817 -3.58965 0.71407
N 1.05204 -0.44094 -0.07398
C -0.08738 -0.73150 0.84193
Cl -0.68934 0.72621 1.72250
C -1.24291 -1.53526 0.10931
C -1.74568 -2.67824 1.07269
H 3.63632 3.10877 0.84414
H 0.26378 4.71588 -1.06688
H 0.72723 3.77119 -2.48919
H -0.51451 2.79892 0.21489
H -1.44233 3.10094 -1.26013
H -1.30670 0.71858 -1.03296
H -0.57506 1.27356 -2.52301
H 2.44494 2.50222 -3.14337
H 2.47669 1.04110 -4.16090
H 0.90255 1.73635 -3.71762
H 4.32881 -1.42692 -0.59325
H 3.21739 -1.14947 3.60099
H 4.29518 -2.48975 3.16573
H 4.48843 -0.93420 2.27278
H 2.72350 -4.29153 0.57035
H 0.21145 -1.41473 1.66453
H -2.11905 -0.89946 -0.12925
H -0.78431 -2.03262 -0.77697
H -0.90062 -3.18841 1.60332
H -2.41623 -2.22261 1.83814
H -2.26549 -3.45880 0.48178
C -6.05066 0.32860 1.61071
F -6.32409 0.73423 2.86520
F -7.07086 0.75561 0.84343
F -4.95819 1.02776 1.21477
S -5.79686 -1.50175 1.49757
O -7.04214 -2.07943 1.94889
O -4.67032 -1.77995 2.37721
O -5.51359 -1.75756 0.09554
```

## Properties
- Total charge: 0
- Kohn-Sham gap: 5.265 eV
- Spin multiplicity: 1
- Largest force on an atom: 2.72 eV/Å

Löwdin atomic charge list, values in e, 8 entries:
1. C 0.10
2. C -0.13
3. C -0.19
4. C -0.19
5. C -0.12
6. C -0.08
7. C -0.17
8. C -0.09


Entry 2:
Below is a molecular structure, C16H21BrNOS2V, with properties calculated with ωB97M-V with the def2-TZVPD basis set.

XYZ file:
```
43
Properties=species:S:1:pos:R:3
V 0.54710 -0.85156 -0.83766
C 0.86917 -1.37437 4.58641
C 1.54447 -1.48505 3.24449
C 2.90029 -1.75855 3.10676
C 3.47715 -1.91016 1.85596
C 2.65665 -1.76903 0.76101
Br 3.31249 -1.97367 -0.99352
N 1.36445 -1.45849 0.84908
C 0.81909 -1.33755 2.07667
H 1.60033 -1.29322 5.38883
H 0.25741 -2.25582 4.78031
H 0.21403 -0.50462 4.63003
H 3.51749 -1.86620 3.99199
H 4.52395 -2.14783 1.73139
H -0.24335 -1.13097 2.09170
S -0.70663 -2.63167 -1.34040
C -2.39228 -2.03094 -1.23827
C -3.40219 -2.92271 -0.88090
C -4.71772 -2.49337 -0.76511
C -5.05109 -1.16654 -1.00253
C -4.05725 -0.27372 -1.37694
C -2.74307 -0.70550 -1.50094
H -3.14806 -3.95825 -0.68769
H -5.48823 -3.20269 -0.48879
H -6.07709 -0.83482 -0.90951
H -4.30772 0.75900 -1.58697
H -1.98746 -0.00732 -1.84431
C -0.16325 2.79205 -3.80820
C 0.80179 3.10621 -2.67450
S 0.60538 1.92279 -1.34894
O 1.01429 0.56486 -2.02973
C 2.01473 2.36934 -0.32481
C 1.57204 2.90277 1.03247
H 0.05989 3.44671 -4.64934
H -1.19799 2.95929 -3.51147
H -0.05244 1.76344 -4.14575
H 0.61264 4.08358 -2.22280
H 1.84848 3.03056 -2.97425
H 2.62138 3.08718 -0.87676
H 2.57535 1.43516 -0.24973
H 0.98032 3.81414 0.93762
H 2.45007 3.13944 1.63235
H 0.97539 2.16811 1.57278
```

## Properties
- Relative energy (zero: lowest compared OMol25 entry of this formula, charge and spin): 0.0000 eV
- Total charge: +1
- Kohn-Sham gap (alpha / beta): 6.625 / 6.933 eV
- Spin multiplicity: 4
- Largest force on an atom: 1.84 eV/Å

Löwdin atomic charge list, values in e, 8 entries:
1. V 0.39
2. C -0.02
3. C -0.23
4. C 0.02
5. C -0.06
6. C -0.71
7. Br 0.89
8. N -0.14


Entry 3:
Below is a molecular structure, C16H21CeN3O3S, with properties calculated with ωB97M-V with the def2-TZVPD basis set.

XYZ file:
```
45
Properties=species:S:1:pos:R:3
N 0.38335 -0.20644 -2.13582
C 0.38383 -0.64802 -3.21348
C 0.53861 -1.12203 -4.55018
H 0.67283 -2.22130 -4.50882
H 1.43872 -0.62578 -4.97052
H -0.37097 -0.84734 -5.11829
N 0.25677 2.71948 0.55789
C 0.26010 3.84879 0.78888
C 0.36943 5.26452 1.08219
H 1.19263 5.68641 0.46692
H 0.60069 5.38581 2.16121
H -0.58783 5.76586 0.83496
N 0.03623 -0.99648 1.94707
C -0.11406 -1.84026 2.74607
C -0.15644 -2.79551 3.79928
H -0.97977 -2.50475 4.48140
H 0.82586 -2.75819 4.31556
H -0.33354 -3.79296 3.35100
Ce 0.24922 0.30405 0.08156
C -1.91981 1.09313 1.59436
O -2.71207 1.41423 2.38267
C -1.66855 1.72491 -1.34993
O -2.33301 2.30515 -2.06001
C 3.21763 0.61668 -1.05205
C 3.13148 -0.71360 -0.60532
C 3.01605 -0.98816 0.78335
C 2.98692 0.07111 1.70735
C 3.07386 1.40993 1.25354
C 3.18815 1.68102 -0.11822
H 3.34558 0.83012 -2.11992
H 3.18665 -1.54051 -1.32378
H 2.98361 -2.02675 1.13476
H 2.93416 -0.13891 2.78215
H 3.08890 2.23177 1.97858
H 3.29230 2.71499 -0.46645
C -3.98957 -0.68716 -0.75130
S -2.87353 -1.72941 0.19176
C -3.10719 -3.30436 -0.62258
O -1.50401 -1.30638 -0.38052
H -4.98786 -1.15223 -0.67820
H -3.59807 -0.68127 -1.77994
H -4.00331 0.32731 -0.31705
H -2.94715 -3.11141 -1.69400
H -2.34294 -3.98791 -0.21485
H -4.12390 -3.66818 -0.39127
```

## Properties
- Total charge: +4
- Kohn-Sham gap (alpha / beta): 6.164 / 6.166 eV
- Spin multiplicity: 1
- Largest force on an atom: 5.76 eV/Å

Löwdin atomic charge list, values in e, 8 entries:
1. N 0.05
2. C -0.06
3. C 0.05
4. H 0.14
5. H 0.15
6. H 0.14
7. N 0.07
8. C -0.09


Entry 4:
Below is 2 unconnected molecules or ions with the total composition C16H21Cl2FN2O6PS, with properties calculated with ωB97M-V with the def2-TZVPD basis set.

XYZ file:
```
50
Properties=species:S:1:pos:R:3
C 1.54267 -3.43004 2.17115
C 2.24262 -2.34952 1.12946
C 1.13892 -1.67601 0.06905
Cl -0.60728 -2.26171 0.36882
C 1.29061 -0.04526 -0.07279
C 1.22216 0.96727 1.22027
C 0.95336 0.48915 2.76923
C -0.62272 0.21372 3.13798
C -1.66242 1.38792 2.66210
C -2.15874 1.29072 1.10295
N -3.60079 0.87677 0.91074
C -4.31925 1.73640 -0.11206
C -5.87593 1.24912 -0.33279
C -5.86920 -0.01504 0.72461
C -4.43641 -0.23849 1.49844
C 1.38916 2.61624 0.99432
O 1.29955 3.60656 2.08871
C 1.63068 3.17332 -0.52856
Cl 1.80166 5.01180 -0.93370
N 1.68968 2.21523 -1.69898
F 1.90301 2.75005 -2.94926
C 1.52352 0.68839 -1.55661
P 1.58220 -0.29118 -3.22431
O 2.81702 -1.30252 -3.28834
H 0.72223 -2.95648 2.85772
H 1.14636 -4.38736 1.58448
H 2.40300 -3.82246 2.89452
H 2.84913 -1.49894 1.66060
H 3.03393 -2.98223 0.50361
H 1.44584 -2.12373 -0.99405
H 1.54633 -0.48622 3.08560
H 1.39839 1.35474 3.45984
H -0.67985 0.18161 4.32968
H -1.04614 -0.81382 2.77132
H -1.19838 2.46152 2.89390
H -2.63332 1.31479 3.34258
H -1.44287 0.59926 0.46033
H -2.06501 2.38982 0.64654
H -3.83097 2.62999 -0.69954
H -6.71915 1.67575 -1.03289
H -6.83324 -0.66966 0.83442
H -4.07787 -1.02622 2.28613
H 1.87205 4.42506 1.87647
H 0.38917 -1.12528 -3.25899
H 1.51248 0.56317 -4.38648
O 4.25851 -3.68560 -6.53032
S 3.46673 -2.47321 -6.25325
O 2.08213 -2.67363 -6.71793
O 4.06148 -1.32528 -6.96172
O 3.46495 -2.20848 -4.80298
```

## Properties
- Total charge: -1
- Kohn-Sham gap: 3.219 eV
- Spin multiplicity: 1
- Largest force on an atom: 7.60 eV/Å

Löwdin atomic charge list, values in e, 8 entries:
1. C -0.19
2. C -0.23
3. C -0.57
4. Cl 0.55
5. C -0.08
6. C -0.04
7. C -0.16
8. C -0.21


Entry 5:
Below is C16H21ClN2O4S2 in the gas phase, with properties calculated with ωB97M-V with the def2-TZVPD basis set.

XYZ file:
```
46
Properties=species:S:1:pos:R:3
C -1.55822 -3.91796 0.04157
H -0.71000 -3.29180 -0.24936
O -2.70811 -3.15353 0.34857
C -3.33114 -2.54618 -0.74670
H -4.32890 -2.27166 -0.39052
H -3.43667 -3.25359 -1.58297
C -2.60188 -1.28803 -1.26543
N -2.41230 -0.31436 -0.21183
C -1.26845 -0.34154 0.48011
N -0.22935 -1.04113 0.14924
C 0.77915 -0.91758 1.03906
C 0.56546 -0.06206 2.06851
Cl 1.65492 0.33219 3.30427
S -1.04511 0.62411 1.95449
S 2.30428 -1.82857 0.77308
O 2.79637 -2.27181 2.04765
O 2.05933 -2.81136 -0.24337
C 3.36736 -0.53914 0.13651
C 3.11267 -0.04371 -1.12758
C 3.88252 0.99859 -1.61067
C 4.89895 1.54897 -0.83440
C 5.13361 1.03286 0.43640
C 4.36786 -0.01007 0.92675
H 4.53403 -0.42828 1.90704
H 5.92083 1.45288 1.04505
C 5.74520 2.66273 -1.36833
H 5.19978 3.24879 -2.10371
H 6.07711 3.31739 -0.56628
H 6.63054 2.25161 -1.85400
H 3.69487 1.39234 -2.59890
H 2.32265 -0.48776 -1.71279
C -3.50995 0.52151 0.20095
H -4.44517 0.09444 -0.16505
C -3.35993 1.95024 -0.36589
O -4.47201 2.76671 -0.11649
C -4.58826 3.21518 1.21467
H -4.87010 2.40751 1.89759
H -5.37302 3.96906 1.21167
H -3.65107 3.66358 1.56250
H -3.27619 1.89659 -1.45494
H -2.44407 2.40486 0.03903
H -3.54596 0.55836 1.29447
H -3.18807 -0.83621 -2.06856
H -1.61507 -1.56171 -1.63950
H -1.77390 -4.63841 -0.75547
H -1.30459 -4.45403 0.95356
```

## Properties
- Relative energy (zero: lowest compared OMol25 entry of this formula, charge and spin): 0.0000 eV
- Total charge: 0
- Kohn-Sham gap: 8.567 eV
- Spin multiplicity: 1
- Largest force on an atom: 1.01 eV/Å

Löwdin atomic charge list, values in e, 8 entries:
1. C -0.09
2. H 0.06
3. O -0.18
4. C -0.21
5. H 0.12
6. H 0.12
7. C -0.11
8. N -0.12